{
  "formula": "C41H33N2O2P2S3Ta",
  "method": "ωB97M-V/def2-TZVPD",
  "species": ["Ta", "S", "P", "C", "P", "S", "C", "C", "C", "C", "C", "C", "C", "C", "C", "C", "C", "C", "C", "C", "C", "C", "C", "C", "C", "C", "C", "C", "C", "C", "H", "H", "H", "H", "H", "H", "H", "H", "H", "H", "H", "H", "H", "H", "H", "H", "H", "H", "H", "H", "C", "C", "C", "C", "C", "C", "C", "S", "O", "O", "N", "C", "C", "C", "C", "C", "C", "C", "C", "N", "C", "H", "H", "H", "H", "H", "H", "H", "H", "H", "H", "H", "H", "H"],
  "xyz": [[-0.39, -0.10, -0.68], [1.89, -0.52, -1.14], [1.91, -0.05, 0.97], [0.24, -0.01, 1.29], [-0.85, -1.07, 2.10], [-2.02, -1.57, 0.47], [-1.80, -0.25, 3.36], [-2.70, -1.00, 4.12], [-3.46, -0.36, 5.08], [-3.33, 1.01, 5.27], [-2.44, 1.75, 4.51], [-1.67, 1.12, 3.54], [-0.14, -2.56, 2.81], [0.47, -2.44, 4.06], [1.04, -3.56, 4.64], [0.98, -4.79, 4.00], [0.36, -4.90, 2.76], [-0.20, -3.79, 2.16], [2.90, -1.28, 1.80], [3.54, -0.89, 2.98], [4.28, -1.82, 3.69], [4.38, -3.12, 3.23], [3.74, -3.51, 2.06], [3.00, -2.59, 1.34], [2.71, 1.53, 1.10], [4.07, 1.63, 0.79], [4.70, 2.86, 0.89], [3.98, 3.98, 1.28], [2.63, 3.88, 1.58], [1.99, 2.65, 1.49], [-2.79, -2.07, 3.98], [-4.16, -0.93, 5.68], [-3.93, 1.51, 6.02], [-2.34, 2.82, 4.67], [-0.97, 1.69, 2.94], [0.50, -1.49, 4.58], [1.52, -3.48, 5.61], [1.41, -5.67, 4.47], [0.30, -5.87, 2.27], [-0.70, -3.87, 1.20], [3.47, 0.13, 3.33], [4.78, -1.52, 4.60], [4.97, -3.84, 3.78], [3.83, -4.53, 1.70], [2.51, -2.89, 0.42], [4.64, 0.75, 0.49], [5.75, 2.94, 0.65], [4.48, 4.94, 1.36], [2.08, 4.75, 1.89], [0.93, 2.56, 1.71], [0.14, 4.57, -6.86], [-0.28, 4.00, -5.54], [-1.57, 4.22, -5.06], [-1.97, 3.72, -3.83], [-1.05, 2.99, -3.08], [0.25, 2.76, -3.54], [0.62, 3.27, -4.77], [-1.58, 2.32, -1.58], [-2.57, 3.14, -0.98], [-0.34, 2.01, -0.74], [-1.95, 0.78, -1.75], [-2.80, 0.09, -2.62], [-4.03, 0.45, -3.08], [-4.73, -0.42, -3.95], [-4.21, -1.63, -4.32], [-2.95, -2.04, -3.81], [-2.34, -3.27, -4.12], [-1.12, -3.58, -3.57], [-0.51, -2.68, -2.69], [-1.05, -1.51, -2.38], [-2.26, -1.18, -2.95], [-0.71, 4.83, -7.49], [0.78, 3.87, -7.41], [0.73, 5.48, -6.71], [-2.28, 4.79, -5.65], [-2.95, 3.92, -3.44], [0.96, 2.21, -2.93], [1.63, 3.12, -5.13], [-4.46, 1.40, -2.80], [-5.69, -0.11, -4.33], [-4.75, -2.28, -4.98], [-2.83, -3.97, -4.79], [-0.62, -4.52, -3.80], [0.43, -2.92, -2.22]],
  "lowdin_charge": [1.28, 0.40, 0.61, -0.71, 0.55, 0.44, -0.36, -0.07, -0.05, -0.04, -0.05, -0.07, -0.36, -0.07, -0.05, -0.05, -0.06, -0.10, -0.36, -0.07, -0.05, -0.05, -0.06, -0.09, -0.37, -0.08, -0.05, -0.04, -0.05, -0.07, 0.12, 0.12, 0.12, 0.12, 0.09, 0.12, 0.12, 0.12, 0.12, 0.07, 0.12, 0.12, 0.12, 0.12, 0.09, 0.12, 0.12, 0.12, 0.12, 0.09, -0.03, -0.23, 0.00, -0.03, -0.30, -0.04, -0.01, 0.70, -0.21, -0.45, -0.29, -0.26, 0.03, -0.03, 0.00, -0.13, 0.05, -0.01, -0.11, -0.08, -0.18, 0.09, 0.09, 0.10, 0.13, 0.12, 0.10, 0.13, 0.13, 0.12, 0.13, 0.14, 0.12, 0.10],
  "gap_ev": 7.11,
  "homo_ev": -13.7,
  "max_force_ev_per_a": 0.29,
  "e_tot_ev": -102753.750,
  "lumo_ev": -6.6,
  "charge": 2
}